ORCA calculation (ωB97M-V/def2-TZVPD) on a cluster of 7 separate species, C46H51BrN7O3P2 in total.

Its spin multiplicity is 1. Its net charge is +1. Its total energy is -5648.95477 Ha. The value obtained for the HOMO-LUMO gap is 7.09 eV. Its molar mass is 891.8 g mol⁻¹.

Each line ends with the Löwdin charge.
Atoms and positions in Å:
1 C 2.999 2.634 -3.092  -0.063
2 C 2.285 1.807 -4.189  -0.351
3 C 0.771 2.209 -4.139  -0.096
4 C 0.007 1.346 -3.115  -0.206
5 C 0.057 1.769 -1.782  0.030
6 C -0.645 1.009 -0.779  0.024
7 C -1.307 -0.134 -1.211  -0.080
8 C -1.328 -0.520 -2.530  -0.347
9 P -2.334 -2.039 -2.915  0.930
10 C -2.233 -3.110 -1.390  -0.231
11 O -1.650 -2.966 -4.083  -0.376
12 N -0.693 0.222 -3.469  -0.140
13 P -0.695 -0.133 -5.253  0.668
14 O -2.205 -0.698 -5.557  -0.342
15 Br 0.780 -1.777 -5.616  0.487
16 O 2.486 0.436 -3.859  -0.173
17 C 3.876 0.084 -3.943  -0.147
18 C 4.010 -1.425 -4.073  -0.219
19 C 3.965 -2.074 -5.305  -0.136
20 C 4.045 -3.450 -5.447  -0.098
21 C 4.188 -4.235 -4.307  -0.084
22 C 4.276 -3.618 -3.061  -0.080
23 C 4.187 -2.234 -2.954  -0.040
24 H 2.635 3.665 -3.011  0.072
25 H 2.897 2.091 -2.137  0.068
26 H 4.078 2.718 -3.282  0.076
27 H 2.784 2.080 -5.136  0.150
28 H 0.734 3.228 -3.731  0.115
29 H 0.296 2.263 -5.122  0.078
30 H 0.619 2.667 -1.530  0.127
31 H -0.646 1.343 0.258  0.130
32 H -1.849 -0.692 -0.450  0.089
33 H -3.238 -3.412 -1.073  0.043
34 H -1.718 -4.051 -1.660  0.050
35 H -1.636 -2.663 -0.588  0.032
36 H -1.037 -3.628 -3.729  0.056
37 H -2.534 -0.067 -6.219  0.065
38 H 4.409 0.340 -3.011  0.129
39 H 4.320 0.601 -4.809  0.138
40 H 3.824 -1.450 -6.195  0.109
41 H 3.971 -3.871 -6.452  0.111
42 H 4.232 -5.322 -4.395  0.108
43 H 4.408 -4.272 -2.200  0.107
44 H 4.262 -1.813 -1.947  0.116
45 N 3.623 2.128 0.499  0.054
46 C 2.910 1.044 0.806  -0.153
47 C 3.338 0.058 1.679  -0.073
48 C 4.587 0.199 2.263  -0.082
49 C 5.350 1.312 1.952  -0.059
50 C 4.824 2.243 1.070  -0.146
51 H 1.939 0.972 0.326  0.077
52 H 2.711 -0.797 1.893  0.089
53 H 4.961 -0.550 2.950  0.106
54 H 6.330 1.458 2.385  0.107
55 H 5.383 3.132 0.801  0.102
56 N 1.215 -1.443 4.147  0.058
57 C 0.486 -2.519 4.447  -0.164
58 C 0.898 -3.509 5.327  -0.099
59 C 2.139 -3.377 5.928  -0.076
60 C 2.914 -2.267 5.630  -0.058
61 C 2.407 -1.335 4.739  -0.161
62 H -0.477 -2.582 3.951  0.102
63 H 0.262 -4.359 5.535  0.111
64 H 2.498 -4.129 6.620  0.110
65 H 3.888 -2.128 6.078  0.105
66 H 2.973 -0.448 4.478  0.090
67 N -4.892 -3.183 2.994  0.057
68 C -4.185 -2.540 2.067  -0.172
69 C -4.733 -1.647 1.160  -0.089
70 C -6.098 -1.408 1.213  -0.071
71 C -6.851 -2.067 2.169  -0.061
72 C -6.202 -2.939 3.033  -0.145
73 H -3.121 -2.761 2.060  0.091
74 H -4.107 -1.151 0.428  0.076
75 H -6.568 -0.717 0.522  0.078
76 H -7.918 -1.909 2.246  0.104
77 H -6.752 -3.474 3.799  0.106
78 N -7.970 1.114 -0.589  0.046
79 C -7.264 1.758 -1.518  -0.160
80 C -7.814 2.650 -2.426  -0.075
81 C -9.178 2.885 -2.368  -0.076
82 C -9.931 2.226 -1.412  -0.065
83 C -9.281 1.356 -0.550  -0.146
84 H -6.200 1.541 -1.528  0.097
85 H -7.190 3.146 -3.157  0.100
86 H -9.647 3.573 -3.060  0.108
87 H -10.998 2.381 -1.335  0.105
88 H -9.830 0.821 0.217  0.106
89 N -2.324 -1.854 7.979  0.058
90 C -1.211 -2.526 7.682  -0.149
91 C -0.606 -3.431 8.540  -0.071
92 C -1.187 -3.650 9.779  -0.079
93 C -2.343 -2.962 10.107  -0.072
94 C -2.868 -2.080 9.174  -0.153
95 H -0.793 -2.319 6.707  0.074
96 H 0.297 -3.950 8.247  0.087
97 H -0.745 -4.349 10.479  0.106
98 H -2.827 -3.104 11.064  0.102
99 H -3.774 -1.522 9.386  0.103
100 N 4.747 5.345 -2.768  0.047
101 C 5.108 6.145 -3.773  -0.151
102 C 5.287 7.514 -3.644  -0.069
103 C 5.076 8.088 -2.401  -0.075
104 C 4.699 7.276 -1.344  -0.068
105 C 4.551 5.918 -1.579  -0.153
106 H 5.258 5.653 -4.729  0.103
107 H 5.583 8.113 -4.494  0.104
108 H 5.205 9.153 -2.258  0.109
109 H 4.525 7.686 -0.358  0.104
110 H 4.260 5.242 -0.781  0.097